{"formula": "C50H149N7O21", "method": "wB97M-V/def2-TZVPD", "total_energy_ha": -3957.3941, "orbital_gap_ev": 9.1, "species": ["C", "C", "C", "O", "H", "H", "H", "H", "H", "H", "H", "H", "C", "C", "C", "O", "H", "H", "H", "H", "H", "H", "H", "H", "C", "C", "C", "O", "H", "H", "H", "H", "H", "H", "H", "H", "C", "C", "C", "O", "H", "H", "H", "H", "H", "H", "H", "H", "C", "C", "C", "O", "C", "N", "H", "H", "H", "H", "H", "H", "H", "H", "H", "H", "H", "C", "C", "C", "O", "C", "N", "H", "H", "H", "H", "H", "H", "H", "H", "H", "H", "H", "C", "C", "C", "O", "C", "N", "H", "H", "H", "H", "H", "H", "H", "H", "H", "H", "H", "C", "C", "C", "O", "C", "N", "H", "H", "H", "H", "H", "H", "H", "H", "H", "H", "H", "C", "C", "C", "O", "C", "N", "H", "H", "H", "H", "H", "H", "H", "H", "H", "H", "H", "C", "C", "C", "O", "C", "N", "H", "H", "H", "H", "H", "H", "H", "H", "H", "H", "H", "C", "C", "C", "O", "C", "N", "H", "H", "H", "H", "H", "H", "H", "H", "H", "H", "H", "C", "O", "H", "H", "H", "H", "C", "O", "H", "H", "H", "H", "C", "O", "H", "H", "H", "H", "C", "O", "H", "H", "H", "H", "C", "O", "H", "H", "H", "H", "C", "O", "H", "H", "H", "H", "C", "O", "H", "H", "H", "H", "C", "O", "H", "H", "H", "H", "C", "O", "H", "H", "H", "H", "C", "O", "H", "H", "H", "H"], "xyz": [[0.9952, -1.6758, -2.2717], [1.3279, -1.1258, -3.6440], [2.5672, -0.2667, -3.5501], [1.5763, -2.1103, -4.5705], [0.1002, -2.2701, -2.1777], [1.0695, -0.7807, -1.6097], [1.7061, -2.4641, -1.9664], [0.5186, -0.4559, -3.9872], [3.4654, -0.6774, -3.0695], [2.3206, 0.6368, -2.9588], [2.9486, 0.0771, -4.5409], [0.6873, -2.3730, -4.8829], [-7.3705, -1.8693, -1.0290], [-6.2427, -1.0454, -1.6116], [-6.1512, -1.1942, -3.1727], [-6.5347, 0.3111, -1.2162], [-8.3776, -1.6834, -1.3487], [-7.3128, -1.8450, 0.1076], [-7.1456, -2.8880, -1.3371], [-5.2482, -1.2614, -1.2272], [-5.2890, -0.7026, -3.5349], [-7.1130, -0.8524, -3.6056], [-6.0539, -2.2208, -3.4857], [-7.3548, 0.5667, -1.6291], [2.6359, 3.3992, -5.7283], [1.9135, 4.5822, -5.1502], [0.6493, 4.9415, -5.8901], [1.5217, 4.1924, -3.8251], [3.6376, 3.2817, -5.2972], [2.8301, 3.6500, -6.7679], [2.0446, 2.4492, -5.6522], [2.5782, 5.4735, -5.0495], [0.1241, 5.7111, -5.2702], [-0.0563, 4.0647, -5.7725], [0.7262, 5.2479, -6.9568], [2.2632, 3.7192, -3.3917], [4.2466, 1.4864, -0.4627], [4.1074, 2.8749, -1.0814], [5.3914, 3.7262, -0.9910], [3.5019, 2.7340, -2.3895], [3.3313, 0.8988, -0.6883], [4.5160, 1.5767, 0.6103], [5.0881, 0.9302, -0.9646], [3.3866, 3.3955, -0.4406], [5.6240, 3.9300, 0.0693], [5.1553, 4.7019, -1.4496], [6.2081, 3.1999, -1.5583], [4.0808, 2.2496, -3.0086], [-2.6918, 4.9855, 2.6930], [-3.3938, 3.9569, 3.5103], [-3.9206, 4.6483, 4.8146], [-2.8414, 5.1694, 5.5383], [-3.1812, 6.0432, 6.6154], [-4.6226, 3.4231, 2.8747], [-2.3873, 4.5983, 1.7511], [-1.8285, 5.3166, 3.2558], [-3.3721, 5.8026, 2.5221], [-2.7439, 3.1757, 3.8393], [-4.4723, 3.9419, 5.5006], [-4.6565, 5.3774, 4.4898], [-3.5965, 5.4973, 7.4520], [-3.9318, 6.7867, 6.3591], [-2.2722, 6.5929, 6.9029], [-5.0840, 2.7133, 3.4363], [-4.5354, 3.0753, 1.9323], [-4.5044, 2.1750, -5.9280], [-3.4505, 2.1050, -4.8195], [-2.1362, 1.3061, -5.2551], [-1.5436, 2.0985, -6.3054], [-0.3360, 1.5426, -6.7388], [-3.2181, 3.4935, -4.4520], [-4.9723, 1.1984, -6.1905], [-4.0913, 2.6828, -6.8074], [-5.3363, 2.7784, -5.5764], [-3.9166, 1.5962, -4.0012], [-2.4273, 0.3174, -5.6049], [-1.4325, 1.2923, -4.3829], [0.2499, 2.2995, -7.2743], [-0.5033, 0.7167, -7.4619], [0.1613, 1.1133, -5.8624], [-2.8519, 3.8992, -5.2896], [-2.5223, 3.5366, -3.7310], [-1.0376, -2.3973, 6.7442], [-0.1001, -2.5378, 5.5829], [0.9774, -3.6141, 5.8290], [1.9594, -3.0760, 6.7170], [2.8159, -3.9583, 7.3501], [-0.9343, -3.1090, 4.4830], [-0.4780, -2.0247, 7.6408], [-1.5357, -3.3359, 6.9941], [-1.8417, -1.7248, 6.5351], [0.3760, -1.5676, 5.3771], [1.3808, -3.9470, 4.8619], [0.4510, -4.4533, 6.2817], [2.2218, -4.7335, 7.8908], [3.3559, -3.3784, 8.1455], [3.5284, -4.3512, 6.6170], [-1.7221, -2.5051, 4.4190], [-0.4808, -3.0736, 3.5624], [-4.1171, -1.4295, 2.0872], [-2.7524, -0.8958, 1.5795], [-2.5777, -1.1227, 0.1136], [-2.8590, -2.3468, -0.4973], [-2.0104, -3.3925, -0.0610], [-2.6567, 0.5397, 1.9065], [-4.2497, -2.4360, 1.7710], [-4.9545, -0.7730, 1.7617], [-4.2281, -1.2354, 3.1663], [-1.9372, -1.3279, 2.1922], [-1.5335, -0.8220, -0.1225], [-3.2842, -0.4340, -0.3225], [-0.9374, -3.1875, -0.1446], [-2.2780, -4.2104, -0.7022], [-2.2352, -3.6224, 1.0299], [-3.4752, 0.9986, 1.5396], [-1.8742, 0.9729, 1.4060], [6.0279, -5.9156, -0.3543], [6.7987, -4.7262, 0.2097], [5.8173, -3.5049, 0.3517], [5.4564, -3.0713, -0.9589], [5.2028, -1.6776, -0.9401], [7.4594, -5.1161, 1.4658], [5.8267, -5.7171, -1.4040], [5.0994, -5.9616, 0.1987], [6.6282, -6.8235, -0.2444], [7.5049, -4.3675, -0.5247], [6.3858, -2.7551, 0.9515], [4.8648, -3.8132, 0.9321], [4.4231, -1.4422, -0.1927], [4.9502, -1.4114, -1.9738], [6.0151, -1.0701, -0.5828], [6.8542, -5.5323, 2.1766], [7.8784, -4.2935, 1.9113], [4.0626, -0.8512, 4.7325], [4.0285, -1.2968, 3.2653], [2.5482, -1.6252, 2.9456], [2.3692, -1.7900, 1.5554], [0.9995, -1.6716, 1.1830], [4.4391, -0.1924, 2.3575], [5.1038, -0.5847, 4.9749], [3.7400, -1.6397, 5.4006], [3.4749, 0.0994, 4.8266], [4.6199, -2.2104, 3.0831], [1.9783, -0.8028, 3.3658], [2.2215, -2.4977, 3.5081], [0.5739, -0.6734, 1.4049], [0.3955, -2.4149, 1.7382], [0.9038, -1.7179, 0.0876], [4.0587, -0.2399, 1.4046], [4.1485, 0.7249, 2.6981], [0.4183, -4.5485, -7.0482], [-1.0588, -4.3333, -7.2567], [-1.3597, -2.8345, -7.0654], [-1.1549, -2.3668, -5.7448], [-2.2553, -2.7312, -4.8966], [-1.5772, -4.7980, -8.5709], [0.6025, -5.5904, -7.2998], [0.7336, -4.2880, -6.0158], [1.0284, -3.9069, -7.6785], [-1.5377, -5.0493, -6.5503], [-2.3605, -2.6170, -7.4000], [-0.7685, -2.2106, -7.7370], [-2.2590, -2.0996, -4.0025], [-2.2483, -3.7639, -4.5755], [-3.1188, -2.5078, -5.4399], [-1.1845, -4.4418, -9.4296], [-2.6015, -4.7157, -8.6249], [-0.4609, 1.7304, -1.0512], [-0.8643, 2.3739, 0.1743], [0.0763, 2.4568, -1.7020], [0.2398, 0.9116, -0.7461], [-1.3811, 1.3659, -1.4993], [-0.0239, 2.4938, 0.6441], [-3.1403, 0.7129, 5.8495], [-2.0389, 0.6536, 4.8707], [-3.9588, 0.0201, 5.6542], [-2.7640, 0.5160, 6.8614], [-3.5953, 1.7388, 5.8387], [-2.2809, 0.5162, 3.9487], [2.2876, -4.8840, -0.8364], [1.3948, -5.9850, -0.7578], [3.2404, -5.1779, -0.3231], [2.4556, -4.7873, -1.9423], [1.7745, -3.9669, -0.4737], [1.3634, -6.1262, 0.1990], [-0.7783, 2.6030, 7.1421], [0.0264, 1.8583, 6.2792], [-0.2797, 3.4997, 7.3844], [-1.6974, 2.9102, 6.7452], [-1.0035, 1.9996, 7.9873], [-0.5015, 1.2776, 5.7234], [3.9631, 4.0198, 2.7001], [3.4157, 2.7773, 3.1617], [5.0302, 4.1209, 2.8019], [3.7590, 4.1042, 1.6742], [3.4160, 4.8473, 3.1289], [3.3717, 2.7000, 4.1537], [-1.0605, -6.4576, -3.4772], [-0.7789, -5.3150, -2.7189], [-1.1549, -7.3769, -2.8777], [-2.0464, -6.3234, -4.1043], [-0.2919, -6.6008, -4.1725], [-0.0236, -5.5676, -2.1327], [2.8868, 3.7006, 6.9094], [2.5669, 2.5682, 6.0986], [2.2233, 3.8209, 7.7853], [3.9289, 3.6457, 7.1024], [2.6800, 4.6544, 6.3548], [1.6352, 2.2470, 6.2167], [-4.3586, 2.1985, -1.0448], [-4.8555, 1.7443, 0.2132], [-3.5308, 2.8389, -0.8675], [-3.9966, 1.4054, -1.6934], [-5.0968, 2.7838, -1.6472], [-5.7560, 1.3710, -0.0114], [0.3970, 1.6737, 2.8426], [1.2614, 1.8605, 1.7346], [-0.3093, 0.8805, 2.6479], [0.9452, 1.4481, 3.7555], [-0.2482, 2.5201, 3.0639], [2.1484, 2.1393, 2.1058], [-0.6960, 5.3126, -1.2931], [-0.9453, 4.8632, -2.6499], [-0.7503, 6.3602, -1.1184], [-1.3802, 4.8207, -0.7055], [0.3205, 5.0786, -1.0472], [-0.1237, 4.8218, -3.1916]], "mulliken_charge": [0.357, 1.718, 0.087, -0.818, 0.434, -0.476, -0.188, -0.799, -0.579, -0.165, 0.499, 0.087, -1.549, 1.454, -1.283, -0.433, 0.408, 0.297, 0.408, -0.436, 0.089, 0.385, 0.438, 0.238, -1.151, 0.898, -1.399, -0.126, 0.350, 0.485, -0.069, 0.195, 0.434, 0.103, 0.392, 0.136, -0.319, 0.501, -1.686, -0.564, -0.155, 0.329, 0.424, -0.158, 0.330, 0.427, 0.353, 0.267, -1.776, 2.405, -1.184, -0.266, -0.899, -0.584, 0.287, 0.321, 0.491, -0.878, 0.382, 0.559, 0.327, 0.357, 0.243, 0.309, 0.026, -1.824, 0.819, 0.728, -0.461, -0.368, -0.595, 0.306, 0.289, 0.508, -0.335, 0.268, -0.398, 0.346, 0.259, -0.132, 0.383, 0.089, -1.569, 1.818, -1.071, -0.238, -0.883, -0.713, 0.318, 0.409, 0.191, -0.412, 0.251, 0.576, 0.343, 0.226, 0.302, 0.289, 0.134, -1.490, 2.193, 1.794, -0.482, -0.248, 1.228, 0.507, 0.116, 0.205, -0.817, -0.818, -1.011, -0.207, 0.391, 0.235, -0.248, -1.134, -1.287, 0.242, 0.021, -0.366, -0.943, -0.716, 0.297, 0.208, 0.447, 0.321, 0.338, -0.155, 0.286, 0.083, 0.683, 0.237, 0.285, -1.180, -0.007, 0.586, 0.298, 0.910, -0.271, 0.375, 0.316, 0.117, 0.315, -0.601, 0.143, -0.367, 0.086, -1.043, -0.165, 0.112, -1.400, 1.026, -1.286, 0.584, -0.826, -0.715, 0.402, 0.163, 0.403, -0.011, 0.505, 0.324, -0.014, -0.042, 0.645, 0.226, 0.226, 0.758, 0.665, -0.300, -0.474, -0.169, -0.090, -1.036, 1.282, 0.371, 0.368, 0.032, -0.475, 0.860, -0.637, -0.516, 0.222, -0.249, 0.308, -0.618, -0.676, 0.283, 0.014, 0.326, -0.067, -0.712, -0.398, 0.303, 0.134, 0.384, 0.126, -0.848, -0.095, 0.348, 0.176, 0.351, 0.137, -0.820, -0.408, 0.288, 0.319, 0.258, 0.511, -0.181, -0.635, 0.185, -0.346, 0.530, 0.314, -0.481, 0.444, -0.281, -0.303, 0.723, -0.291, -0.268, -0.460, 0.362, -0.186, 0.129, 0.328]}